Entry 1:
Here is C15H17F5N2Pd as an isolated structure from the Open Molecules 2025 dataset. Energies are from ωB97M-V with the def2-TZVPD basis set.

Properties
* HOMO-LUMO gap (alpha / beta): 4.3 / 6.1 eV
* <S²>: 2.018
* spin multiplicity: 3
* highest occupied orbital energy (alpha / beta): -0.1816 / -0.3183 Ha
* LUMO level (alpha / beta): -0.618 / -2.603 eV

Last column: Mulliken charge in e.
Element x y z (Å)
C1 -4.085903 0.069500 0.204493  -0.175
C2 -3.787322 1.410893 -0.463061  -0.857
H1 -4.439472 -0.655204 -0.531513  0.335
H2 -4.858483 0.174159 0.964879  0.291
H3 -3.209328 -0.366584 0.681531  -0.235
H4 -2.854395 1.356338 -1.030908  0.212
H5 -4.577552 1.690832 -1.174954  0.412
H6 -3.679379 2.225919 0.251308  0.258
C3 0.500127 -2.734674 0.220929  -0.359
C4 1.517990 -3.693685 0.258278  -0.771
C5 2.729277 -3.400710 -0.377311  -0.499
C6 2.870447 -2.188253 -1.045381  -0.549
H7 -0.504819 -2.944580 0.583247  0.531
H8 1.332763 -4.625732 0.791380  0.389
H9 3.549616 -4.115886 -0.347815  0.405
H10 3.739062 -1.947237 -1.652675  0.263
N1 0.734414 -1.497237 -0.224156  -0.024
C7 1.878274 -1.199372 -0.877889  0.259
C8 2.017309 0.179170 -1.343591  0.556
N2 1.013843 1.027749 -1.017153  0.272
C9 1.061111 2.298874 -1.439607  -0.012
C10 3.253448 1.989501 -2.361951  -0.376
C11 2.200005 2.848877 -2.051327  -0.886
H11 0.169314 2.896988 -1.268310  0.264
H12 2.223321 3.917447 -2.275450  0.376
C12 3.115877 0.632521 -2.102353  -0.695
H13 3.859544 -0.078534 -2.450368  0.285
H14 4.162482 2.389907 -2.803084  0.406
Pd1 -0.695497 0.176398 0.190253  0.383
C13 -1.194296 2.037867 0.631529  -1.601
H15 -1.531422 2.625713 -0.246155  0.502
H16 -0.251856 2.421813 1.037275  0.449
H17 -1.975946 2.028608 1.412829  0.430
F1 -1.755303 -1.935860 2.033675  -0.261
C14 -1.278550 -0.633153 2.084164  0.237
F2 -2.257704 0.098273 2.739856  -0.245
C15 -0.039337 -0.630421 3.031484  0.731
F3 -0.299726 -1.228292 4.214214  -0.261
F4 1.028231 -1.277907 2.488155  -0.184
F5 0.319816 0.655957 3.265532  -0.257

Forces on atoms 1 to 3 (eV/Å):
C -0.239 0.107 -0.307
C -0.411 -0.061 -0.530
H 0.026 0.006 0.024

***

Entry 2:
Here is C2HBeO3 as an isolated structure from the Open Molecules 2025 dataset. Energies are from ωB97M-V with the def2-TZVPD basis set.

Properties
* HOMO-LUMO gap: 8.8 eV
* total charge: +3
* spin multiplicity: 1
* highest occupied orbital energy: -1.0489 Ha
* LUMO level: -19.757 eV

Last column: Mulliken charge in e.
Element x y z (Å)
O1 -1.543105 0.431102 -0.119668  0.081
H1 -2.134030 1.244760 -0.021011  0.555
O2 0.852590 0.219140 0.022224  0.104
C1 -0.287305 -0.188527 0.050873  0.844
C2 -1.532069 -0.943719 0.150243  0.190
O3 1.836336 -0.735303 0.015561  0.585
Be1 2.807585 -0.027455 -0.098220  0.641

Forces on atoms 1 to 3 (eV/Å):
O 3.160 -0.210 0.327
H -0.807 0.958 -0.034
O -2.028 2.074 -0.129

***

Entry 3:
Here is a 3-piece molecular cluster, C3H10O3 overall from the Open Molecules 2025 dataset. Energies are from ωB97M-V with the def2-TZVPD basis set.

Properties
* HOMO-LUMO gap: 11.1 eV
* spin multiplicity: 1
* highest occupied orbital energy: -0.3800 Ha
* LUMO level: 0.748 eV

Last column: Mulliken charge in e.
Element x y z (Å)
O1 1.533915 -0.671371 0.729267  -0.446
C1 1.277057 0.508252 0.815454  -0.001
C2 -0.101767 1.048384 0.568869  -0.492
C3 -0.173965 2.068120 -0.565698  -1.023
H1 2.106102 1.213933 0.992543  0.374
H2 -0.468383 1.505799 1.491511  0.364
H3 -0.755484 0.194584 0.473726  0.402
H4 -0.650761 2.989377 -0.230890  0.304
H5 -0.766179 1.727213 -1.404496  0.280
H6 0.799179 2.352132 -0.972596  0.347
H7 0.232531 -2.795998 1.480758  0.309
H8 -0.268963 -3.109539 0.087982  0.331
O2 -0.560336 -3.066319 1.005908  -0.636
H9 -1.432860 -1.619976 -1.609395  0.340
H10 -0.238459 -0.990897 -1.006997  0.214
O3 -0.531628 -1.353694 -1.855945  -0.667

Forces on atoms 1 to 3 (eV/Å):
O -0.036 0.201 0.186
C 0.086 -0.562 -0.582
C 0.006 0.223 0.724

***

Entry 4:
Here is C33H31N10Yb as an isolated structure from the Open Molecules 2025 dataset. Energies are from ωB97M-V with the def2-TZVPD basis set.

Properties
* HOMO-LUMO gap (alpha / beta): 3.2 / 3.7 eV
* <S²>: 0.844
* spin multiplicity: 2
* highest occupied orbital energy (alpha / beta): -0.1246 / -0.1412 Ha
* LUMO level (alpha / beta): -0.141 / -0.141 eV

Last column: Mulliken charge in e.
Element x y z (Å)
Yb1 0.170999 0.201832 -0.414354  0.733
C1 1.875398 2.261106 -2.647129  -1.302
N1 1.731420 0.792112 -2.338113  0.575
C2 3.102861 0.190072 -1.971875  -1.100
C3 3.347242 -0.120018 -0.524594  0.812
C4 4.572611 0.120346 0.105324  -0.842
C5 4.729871 -0.329699 1.423260  -0.369
C6 3.678790 -0.942260 2.149700  -0.975
C7 2.456962 -1.022525 1.434029  0.127
N2 2.352076 -0.583129 0.206971  0.087
C8 1.086680 0.136754 -3.515760  -1.180
C9 0.501363 -1.182292 -3.191294  0.908
C10 0.953520 -2.367632 -3.832429  -1.037
C11 0.336987 -3.643152 -3.559994  -0.705
C12 -0.709196 -3.658932 -2.635396  -0.930
C13 -1.027754 -2.420034 -2.003859  -0.776
N3 -0.442388 -1.237118 -2.233636  -0.060
C14 1.914137 3.054684 -1.365648  0.792
C15 2.488995 4.360209 -1.349722  -1.007
C16 2.560725 5.044652 -0.138126  -0.342
C17 1.901949 4.467163 1.010927  -0.784
C18 1.306965 3.249324 0.863649  -0.140
N4 1.392043 2.534164 -0.244688  0.248
H1 1.019300 2.585975 -3.269959  0.454
H2 2.809861 2.528857 -3.208465  0.409
H3 3.862529 0.992421 -2.178441  0.332
H4 3.309403 -0.679204 -2.629759  0.388
H5 5.356598 0.686540 -0.442904  0.368
H6 5.716730 -0.268372 1.868881  0.390
H7 3.636950 -1.360776 3.168654  0.425
H8 1.529576 -1.269696 1.917828  0.388
H9 1.834449 0.114793 -4.346830  0.386
H10 0.240101 0.710910 -3.867762  0.589
H11 1.676800 -2.425548 -4.631472  0.404
H12 0.773666 -4.519956 -3.832563  0.518
H13 -1.264328 -4.568302 -2.418534  0.482
H14 -1.820671 -2.442943 -1.316038  1.148
H15 2.731149 4.787275 -2.327494  0.418
H16 3.229840 5.970921 -0.111543  0.323
H17 1.822006 4.964779 1.978402  0.435
H18 0.755307 2.763086 1.692987  0.336
N5 -1.953959 1.671904 -2.082000  -0.092
C19 -2.578070 1.851089 -0.890872  0.271
N6 -3.633827 2.642169 -0.816227  -0.793
C20 -4.103751 2.789157 0.476378  0.282
N7 -5.188413 3.568867 0.557713  -0.364
N8 -3.597721 2.194544 1.576994  -0.807
C21 -2.660438 1.254934 1.291911  0.496
N9 -2.134489 0.992846 0.103445  0.027
C22 -1.971776 0.711981 2.418404  0.667
C23 -1.698917 1.544295 3.536798  -1.171
C24 -1.130130 1.081104 4.704265  -0.843
C25 -0.714815 -0.295840 4.706595  -0.750
C26 -0.946016 -1.102625 3.652891  -0.166
N10 -1.327186 -0.591113 2.429640  1.164
H19 -2.450413 2.135459 -2.887928  0.331
H20 -1.620323 0.723928 -2.181053  0.036
H21 -5.413227 4.076771 -0.294723  0.253
H22 -5.584400 3.840623 1.452534  0.261
H23 -2.176317 2.487132 3.476203  0.552
H24 -1.000683 1.685429 5.572681  0.472
H25 -0.372811 -0.739943 5.654307  0.362
H26 -0.708571 -2.180079 3.646586  0.298
C27 -1.058279 -1.401289 1.288806  -0.266
C28 -1.540260 -2.692036 1.173892  -0.599
C29 -0.783607 -3.741111 0.671173  -0.117
C30 -1.211277 -5.045380 0.590325  -0.493
C31 -2.514169 -5.381266 1.100001  -0.775
C32 -3.357193 -4.310726 1.394725  -0.486
C33 -2.928716 -2.956722 1.417990  -0.700
H27 0.209615 -3.443326 0.327109  0.333
H28 -0.497948 -5.735512 0.206075  0.486
H29 -2.859430 -6.436600 1.184179  0.317
H30 -4.435823 -4.505964 1.571656  0.313
H31 -3.558182 -2.169087 1.697298  0.576

Forces on atoms 1 to 3 (eV/Å):
Yb -1.633 0.138 1.486
C 0.177 -0.521 0.368
N 0.785 0.500 -0.709

***

Entry 5:
Here is a 8-piece molecular cluster, C4H25NO7S overall from the Open Molecules 2025 dataset. Energies are from ωB97M-V with the def2-TZVPD basis set.

Properties
* HOMO-LUMO gap: 8.5 eV
* spin multiplicity: 1
* highest occupied orbital energy: -0.3034 Ha
* LUMO level: 0.197 eV

Last column: Mulliken charge in e.
Element x y z (Å)
C1 -0.882623 1.479948 0.133822  -0.221
C2 0.279310 0.579160 -0.316279  0.794
C3 0.713828 -0.358526 0.822292  -0.657
S1 2.615472 -0.225719 0.911226  -0.106
C4 2.812907 0.743997 2.397385  -0.875
N1 -2.172820 1.378719 -0.565821  -0.617
H1 -1.252605 1.127152 1.110336  0.144
H2 -0.502853 2.473665 0.344537  -0.019
H3 0.041660 0.051767 -1.264777  -0.553
H4 1.169156 1.213754 -0.465116  0.346
H5 0.201110 -0.227217 1.751424  0.055
H6 0.283524 -1.332997 0.558552  0.300
H7 3.756491 1.239194 2.580001  0.381
H8 2.351942 0.287126 3.301166  0.285
H9 2.141524 1.632980 2.402116  0.225
H10 -2.522277 2.282859 -0.861182  0.273
H11 -2.118876 1.039500 -1.542410  0.161
H12 -0.715769 0.618452 3.279321  0.344
H13 -1.426629 1.490349 4.134619  0.316
O1 -0.513388 1.153806 4.062912  -0.603
H14 1.789903 -1.979436 -3.602917  0.339
H15 2.847339 -1.159830 -2.525845  0.327
O2 2.296634 -1.223514 -3.303637  -0.685
H16 -1.890081 -3.390040 -2.336219  0.307
H17 -1.253029 -1.993985 -2.359201  0.346
O3 -1.085196 -2.913344 -2.107525  -0.629
H18 -2.450012 -1.599620 1.911071  0.260
H19 -2.245029 -0.245735 0.988653  0.301
O4 -1.974533 -1.149317 1.211303  -0.547
H20 1.250868 2.698699 -1.367144  0.442
H21 1.123695 3.719896 -0.338611  0.332
O5 1.627073 3.576326 -1.152832  -0.623
H22 -0.900639 0.430910 -3.779861  0.239
H23 0.155664 -0.554522 -3.147907  0.235
O6 -0.754931 -0.236372 -3.105841  -0.614
H24 -0.943889 -4.370338 0.807712  0.278
H25 -1.048477 -2.800990 0.389106  0.341
O7 -0.804431 -3.456770 1.045587  -0.625

Forces on atoms 1 to 3 (eV/Å):
C -0.796 -0.934 1.068
C -0.122 0.700 0.287
C 1.006 -0.627 -1.531

***

Entry 6:
Here is C5H8FeO3 as an isolated structure from the Open Molecules 2025 dataset. Energies are from ωB97M-V with the def2-TZVPD basis set.

Properties
* HOMO-LUMO gap (alpha / beta): 6.8 / 8.0 eV
* total charge: +1
* <S²>: 8.766
* spin multiplicity: 6
* highest occupied orbital energy (alpha / beta): -0.4536 / -0.5303 Ha
* LUMO level (alpha / beta): -5.522 / -6.394 eV

Last column: Mulliken charge in e.
Element x y z (Å)
O1 -0.847918 -0.314800 -0.978894  -0.196
C1 -1.811255 -1.400612 -0.908852  -0.105
C2 -2.172853 -1.785861 -2.321257  -0.917
H1 -2.659041 -1.036879 -0.303409  0.230
H2 -2.748473 -2.724525 -2.282504  0.353
H3 -2.775455 -1.021469 -2.854845  0.292
H4 -1.294451 -2.012171 -2.948510  0.311
O2 0.870952 0.504628 0.219444  -0.259
O3 -1.148164 0.477636 1.222134  -0.638
C3 1.562978 0.671088 1.520630  0.008
C4 2.659900 1.695281 1.295668  -1.021
C5 -0.446140 0.400622 0.176658  1.020
H5 2.039942 -0.310059 1.688768  0.413
H6 3.289817 1.750309 2.196190  0.346
H7 3.314704 1.425878 0.445989  0.310
H8 2.258395 2.703437 1.110735  0.317
Fe1 -0.092939 0.977496 2.722055  0.536

Forces on atoms 1 to 3 (eV/Å):
O 1.160 1.888 2.510
C -0.932 2.730 -0.967
C 0.382 -0.891 0.017

***

> Which formula does entry 1 have?

C15H17F5N2Pd

***

> Which value of spin multiplicity does entry 5 give?

1

***

> spin multiplicity of number 1 (C15H17F5N2Pd)?

3

***

> Among the records above, which one has the highest spin multiplicity?

C5H8FeO3